Formula: C37H28Cl5HgN6O3SSi
Source: the OMol25 dataset
Level of theory: the ωB97M-V functional and the def2-TZVPD basis

Output
Molar mass ... 1042.68 g/mol
2S+1 ... 2
HOMO (alpha / beta) ... -0.05297 / -0.12468 Ha
Net charge ... -2
Energy above the lowest of the compared OMol25 structures with the same formula, charge and spin ... 108.4 kJ/mol
<S²> ... 0.7573

Last column: Löwdin charge in e.
CARTESIAN COORDINATES (ANGSTROEM)
Hg (1.096, -0.254, 0.248)  0.922
O (2.120, 1.275, 4.813)  0.000
C (1.515, 1.001, 3.773)  -0.487
N (1.424, -0.171, 3.153)  0.094
C (1.385, -1.383, 3.706)  -0.490
O (0.843, -1.732, 4.757)  0.008
C (2.022, -2.474, 2.848)  -0.226
C (1.651, -3.798, 3.051)  -0.044
C (2.244, -4.784, 2.285)  -0.100
C (3.210, -4.418, 1.358)  -0.089
C (3.526, -3.074, 1.241)  -0.169
N (2.945, -2.113, 1.955)  0.099
C (0.850, 2.157, 3.023)  -0.210
C (1.026, 3.455, 3.491)  -0.027
C (0.390, 4.495, 2.835)  -0.087
C (-0.406, 4.212, 1.733)  -0.074
C (-0.524, 2.890, 1.330)  -0.140
N (0.093, 1.889, 1.961)  0.054
H (0.894, -4.014, 3.792)  0.108
H (1.949, -5.821, 2.393)  0.098
H (3.695, -5.153, 0.727)  0.096
H (4.286, -2.747, 0.537)  0.103
H (1.660, 3.605, 4.354)  0.103
H (0.513, 5.517, 3.176)  0.093
H (-0.910, 4.996, 1.180)  0.092
H (-1.121, 2.602, 0.465)  0.068
N (-1.935, -0.834, -0.186)  -0.025
N (-3.058, -1.279, -0.907)  -0.089
C (-2.981, -1.573, -2.214)  -0.921
N (-4.219, -1.661, -2.822)  0.056
S (-1.596, -1.904, -3.079)  0.601
H (-2.167, -0.875, 0.799)  0.076
H (-1.839, 0.164, -0.460)  0.001
H (-3.945, -0.897, -0.602)  0.132
H (-4.958, -1.086, -2.447)  0.080
H (-4.151, -1.656, -3.827)  0.060
O (-2.195, 1.667, -1.216)  -0.354
Si (-3.061, 2.778, -1.911)  0.384
C (-2.203, 4.471, -1.917)  -0.212
C (-2.873, 5.697, -1.891)  -0.105
C (-2.180, 6.902, -1.915)  -0.115
C (-0.792, 6.903, -1.963)  -0.120
C (-0.104, 5.695, -1.975)  -0.101
C (-0.805, 4.496, -1.953)  -0.096
C (-3.491, 2.411, -3.720)  -0.212
C (-4.472, 3.099, -4.444)  -0.120
C (-4.776, 2.758, -5.756)  -0.116
C (-4.087, 1.723, -6.379)  -0.120
C (-3.093, 1.044, -5.688)  -0.098
C (-2.803, 1.384, -4.371)  -0.098
C (-4.727, 3.001, -1.004)  -0.206
C (-4.708, 3.463, 0.318)  -0.093
C (-5.818, 3.361, 1.146)  -0.101
C (-6.998, 2.811, 0.661)  -0.121
C (-7.056, 2.373, -0.654)  -0.114
C (-5.931, 2.465, -1.470)  -0.107
H (-3.958, 5.709, -1.844)  0.094
H (-2.722, 7.841, -1.897)  0.087
H (-0.248, 7.840, -1.990)  0.087
H (0.979, 5.689, -2.000)  0.096
H (-0.266, 3.553, -1.950)  0.106
H (-5.014, 3.912, -3.969)  0.097
H (-5.553, 3.293, -6.291)  0.087
H (-4.330, 1.446, -7.399)  0.087
H (-2.546, 0.241, -6.168)  0.096
H (-2.043, 0.834, -3.826)  0.061
H (-3.793, 3.892, 0.716)  0.099
H (-5.756, 3.696, 2.175)  0.094
H (-7.865, 2.722, 1.305)  0.088
H (-7.973, 1.945, -1.044)  0.089
H (-5.991, 2.101, -2.490)  0.085
Cl (-0.241, -3.606, 0.083)  0.656
C (0.939, -3.320, -1.159)  -0.761
C (1.628, -2.124, -1.187)  -0.345
C (2.546, -1.934, -2.190)  -0.735
Cl (3.458, -0.433, -2.244)  0.561
C (2.794, -2.897, -3.167)  -0.709
Cl (3.961, -2.629, -4.425)  0.616
C (2.101, -4.102, -3.113)  -0.708
Cl (2.400, -5.330, -4.300)  0.623
C (1.175, -4.321, -2.095)  -0.719
Cl (0.341, -5.840, -2.012)  0.626